Density functional theory data (ωB97M-V/def2-TZVPD) for an isolated molecule of C4H8ClFN2 in a non-equilibrium geometry.

Last columns: bonded neighbours and bond lengths (Å).
CARTESIAN COORDINATES (ANGSTROEM)
1 C 1.07 0.37 1.14  C2 1.641, H5 1.139, H6 1.225, H7 1.045
2 C 0.67 -0.65 -0.09  C1 1.641, C4 1.464, H8 1.054, N13 1.420
3 C -2.12 0.85 0.41  H10 1.064, H11 1.202, N14 1.343
4 C 0.79 -0.08 -1.43  C2 1.464, H12 1.126, F15 1.382, Cl16 1.704
5 H 2.18 0.60 1.11  C1 1.139
6 H 0.79 -0.40 2.05  C1 1.225
7 H 0.63 1.31 1.16  C1 1.045
8 H 1.38 -1.42 0.00  C2 1.054
9 H -0.78 -1.98 0.26  N13 0.968
10 H -1.42 1.47 -0.10  C3 1.064
11 H -3.26 1.17 0.64  C3 1.202
12 H -0.03 -0.60 -1.99  C4 1.126
13 N -0.69 -1.04 0.04  C2 1.420, H9 0.968, N14 1.435
14 N -2.00 -0.47 0.20  C3 1.343, N13 1.435
15 F 0.39 1.24 -1.48  C4 1.382
16 Cl 2.40 -0.39 -1.90  C4 1.704

Results
2S+1 = 1
ΔE to the lowest compared entry with this formula, charge and spin = 3.238 eV
structure (SMILES) = C=NN[C@H](C)[C@@H](F)Cl

In elementary charge units, the Mulliken charges are: atom 1 (C): -1.0302, atom 2 (C): -0.2150, atom 3 (C): -0.3322, atom 4 (C): 0.1156, atom 5 (H): 0.3195, atom 6 (H): 0.2703, atom 7 (H): 0.3466, atom 8 (H): 0.5213, atom 9 (H): 0.2561, atom 10 (H): 0.2314, atom 11 (H): 0.2464, atom 12 (H): 0.3164, atom 13 (N): 0.0860, atom 14 (N): -0.7002, atom 15 (F): -0.2568, atom 16 (Cl): -0.1753